73
Properties=species:S:1:pos:R:3 method="wB97M-V/def2-TZVPD" lumo_ev="-5.49 / -5.53" charge=+2 s2=6.009 multiplicity=5 gap_ev="7.612 / 7.652"
Fe 0.059 0.156 -1.133
C 4.833 -0.381 -1.809
N 4.320 0.962 -1.573
C 5.319 2.024 -1.667
C 2.992 1.153 -1.432
N 2.087 0.271 -1.729
N 2.628 2.372 -0.882
C 1.374 2.946 -0.891
N 1.396 4.272 -0.611
N 0.301 2.256 -1.086
H 5.861 -0.423 -1.458
H 4.820 -0.641 -2.871
H 4.259 -1.113 -1.244
H 5.978 2.019 -0.798
H 4.860 3.003 -1.772
H 5.919 1.865 -2.563
H 2.526 -0.506 -2.198
H 3.357 2.906 -0.443
H 2.230 4.811 -0.771
H 0.533 4.787 -0.602
H -0.491 2.882 -1.104
N -2.356 -2.169 -1.157
C -2.926 -0.905 -1.162
C -4.320 -0.851 -1.015
C -4.949 0.364 -1.015
C -4.177 1.517 -1.157
C -2.820 1.368 -1.266
N -2.166 0.184 -1.270
C -1.197 -2.641 -1.755
C -1.085 -4.034 -1.881
C -0.021 -4.559 -2.562
C 0.909 -3.686 -3.131
C 0.742 -2.346 -2.912
N -0.269 -1.796 -2.196
H -3.025 -2.900 -0.976
H -4.887 -1.770 -0.933
H -6.025 0.421 -0.926
H -4.623 2.500 -1.183
H -2.212 2.244 -1.366
H -1.854 -4.675 -1.470
H 0.071 -5.629 -2.687
H 1.733 -4.044 -3.730
H 1.415 -1.649 -3.381
C -3.858 3.171 2.586
O -3.108 1.961 2.495
C -1.753 2.067 2.540
C -1.040 3.252 2.437
C 0.347 3.222 2.545
C 1.020 2.032 2.774
C 0.308 0.848 2.885
C -1.065 0.869 2.743
N -1.879 -0.288 2.921
C -1.644 -1.561 2.729
C -0.571 -2.246 2.098
C -0.426 -3.611 2.467
C 0.583 -4.380 1.963
C 1.475 -3.796 1.044
C 1.334 -2.496 0.629
C 0.284 -1.682 1.109
O 0.095 -0.471 0.683
H -3.590 3.728 3.485
H -4.901 2.878 2.638
H -3.695 3.793 1.704
H -1.551 4.193 2.298
H 0.898 4.151 2.483
H 2.095 2.025 2.892
H 0.818 -0.085 3.082
H -2.775 -0.068 3.341
H -2.412 -2.190 3.170
H -1.117 -4.030 3.188
H 0.702 -5.409 2.268
H 2.290 -4.391 0.651
H 2.020 -2.055 -0.082

=====

69
Properties=species:S:1:pos:R:3 method="wB97M-V/def2-TZVPD" lumo_ev=-1.14 multiplicity=1 gap_ev=5.894
Ga -0.044 -0.701 0.407
O 1.035 -2.664 3.769
C 1.109 -2.236 2.615
O 0.310 -1.229 2.158
C 2.197 -2.644 1.614
C 3.022 -1.437 1.130
C 4.334 -1.928 0.532
C 3.879 -2.529 -0.771
C 2.387 -2.263 -0.804
O 2.251 -0.940 -0.099
C 1.738 -3.304 0.229
C 0.232 -3.520 0.002
O -0.293 -4.630 -0.054
O -0.474 -2.368 -0.269
H 2.911 -3.319 2.120
H 3.200 -0.643 1.872
H 4.806 -2.631 1.217
H 5.046 -1.094 0.417
H 4.132 -3.617 -0.903
H 4.388 -2.048 -1.626
H 1.910 -2.263 -1.790
H 2.227 -4.274 0.081
C 0.364 0.048 -3.347
Te -0.119 1.347 -1.544
C 2.086 1.734 -1.801
C 2.306 1.658 -3.270
C 3.287 2.436 -3.914
C 3.410 2.411 -5.291
C 2.630 1.503 -6.032
C 1.726 0.654 -5.452
C 1.468 0.791 -4.056
H -0.580 -0.028 -3.911
H 0.675 -0.967 -3.041
H 2.618 0.922 -1.240
H 2.286 2.701 -1.327
H 3.966 3.015 -3.283
H 4.137 3.065 -5.747
H 2.772 1.472 -7.118
H 1.154 -0.039 -6.064
C 0.166 1.652 3.549
C -1.167 2.326 3.198
C -1.100 3.382 2.070
C -2.312 1.335 3.041
C -3.241 1.245 4.081
C -4.496 0.646 3.915
C -4.888 0.157 2.672
C -3.989 0.168 1.622
C -4.425 -0.177 0.204
C -3.871 -1.493 -0.383
C -4.252 1.029 -0.752
C -2.615 0.561 1.833
O -1.685 0.233 0.925
H 0.740 2.279 4.284
H 0.821 1.530 2.675
H -0.004 0.637 4.005
H -1.449 2.912 4.099
H -0.848 2.913 1.118
H -0.297 4.097 2.316
H -2.033 3.981 1.994
H -3.000 1.678 5.045
H -5.165 0.558 4.761
H -5.914 -0.165 2.500
H -5.496 -0.325 0.317
H -2.911 -1.357 -0.890
H -4.606 -1.923 -1.100
H -3.740 -2.232 0.408
H -3.188 1.246 -0.935
H -4.756 1.890 -0.296
H -4.768 0.778 -1.684

=====

Relative energy (zero: lowest compared OMol25 entry of this formula, charge and spin) list, top to bottom, in kcal/mol: 2.2, 7.2